1.
DFT (the ωB97M-V functional and the def2-TZVPD basis) results for a molecular structure, C4H3N3S at a distorted geometry.

The geometry in XYZ format:
```
11
Properties=species:S:1:pos:R:3
C -1.123 0.205 0.030
C -0.190 1.255 0.104
C 0.724 -0.737 -0.109
C 1.912 -1.469 0.066
N -0.552 -0.956 -0.039
N 2.994 -0.795 0.031
N 0.969 0.620 -0.098
S 2.686 0.803 -0.003
H -2.193 0.246 0.194
H -0.100 2.303 0.057
H 1.767 -2.454 0.275
```

Summary:
energy above the lowest of the compared OMol25 structures with the same formula, charge and spin = 99.4 kJ/mol
Kohn-Sham gap = 9.12 eV
LUMO energy = 0.369 eV
electronic energy = -716.630574 a.u.

Löwdin atomic charge list, values in e, 5 entries:
1. C -0.162
2. C -0.079
3. C -0.395
4. C -0.188
5. N 0.102

2.
DFT (the ωB97M-V functional and the def2-TZVPD basis) results for a molecular structure, C17H19N2O6PRuS2Se.

The geometry in XYZ format:
```
49
Properties=species:S:1:pos:R:3
Ru -0.580 -0.135 -0.508
C -1.802 2.329 2.834
S -0.506 1.134 2.525
O -1.188 0.036 1.727
C -0.434 0.450 4.181
C 0.361 1.073 5.132
C 0.420 0.552 6.415
C -0.298 -0.595 6.731
C -1.072 -1.222 5.764
C -1.142 -0.701 4.479
H -2.683 1.783 3.168
H -1.992 2.847 1.892
H -1.450 3.020 3.600
H 0.939 1.950 4.864
H 1.038 1.030 7.164
H -0.244 -1.007 7.731
H -1.617 -2.125 6.007
H -1.721 -1.178 3.699
Se 4.183 1.013 0.110
C 2.559 0.314 0.123
N 1.499 -0.184 0.120
O -1.163 -4.305 0.201
C -1.211 -3.184 -0.172
N -1.286 -2.061 -0.575
O -2.506 3.447 -0.147
S -1.693 2.456 -0.820
O -1.380 2.780 -2.208
O -0.409 2.183 -0.055
O -2.365 1.081 -0.767
C -1.269 0.772 -4.271
P -0.030 0.683 -2.939
C 1.249 1.949 -3.208
C 0.872 -0.858 -3.386
C 2.223 -1.008 -3.070
C 2.868 -2.221 -3.262
C 2.173 -3.310 -3.766
C 0.826 -3.180 -4.070
C 0.182 -1.967 -3.876
H -2.195 0.328 -3.905
H -0.924 0.253 -5.164
H -1.471 1.819 -4.481
H 2.026 1.587 -3.878
H 1.676 2.212 -2.239
H 0.775 2.841 -3.612
H 2.786 -0.183 -2.647
H 3.915 -2.312 -3.000
H 2.674 -4.260 -3.909
H 0.267 -4.028 -4.445
H -0.878 -1.897 -4.088
```

Summary:
net charge = -1
Kohn-Sham gap (alpha / beta) = 7.53 / 6.81 eV
LUMO energy (alpha / beta) = 2.458 / 1.357 eV
electronic energy = -4854.281293 a.u.
2S+1 = 6

Löwdin atomic charge list, values in e, 5 entries:
1. Ru 1.390
2. C -0.203
3. S 0.957
4. O -0.621
5. C -0.384

3.
DFT (the ωB97M-V functional and the def2-TZVPD basis) results for a single C18H22ClF2N3O4 molecule.

The geometry in XYZ format:
```
50
Properties=species:S:1:pos:R:3
C -0.151 -2.707 2.047
N 0.487 -2.332 0.793
C -0.252 -1.364 -0.013
C -1.345 -2.030 -0.848
C -2.064 -1.137 -1.879
C -1.347 0.141 -2.311
N -1.305 1.161 -1.273
C -2.397 1.904 -0.976
O -3.461 1.808 -1.553
C -2.202 2.848 0.163
C -1.305 2.876 1.175
C -1.672 4.009 1.979
N -1.132 4.503 3.101
C -1.729 5.564 3.578
Cl -1.062 6.247 5.034
C -2.852 6.199 3.019
C -3.409 5.689 1.865
C -2.784 4.565 1.355
O -3.114 3.859 0.246
C 1.741 -2.794 0.576
O 2.324 -3.474 1.409
C 2.508 -2.418 -0.716
C 3.220 -1.085 -0.448
O 1.602 -2.293 -1.811
C 3.503 -3.551 -0.992
C 4.549 -3.226 -2.022
F 5.277 -4.338 -2.306
F 3.960 -2.833 -3.214
H 0.247 -3.656 2.392
H 0.030 -1.954 2.819
H -1.224 -2.796 1.888
H -0.680 -0.636 0.684
H 0.439 -0.837 -0.659
H -0.851 -2.849 -1.372
H -2.086 -2.483 -0.186
H -2.262 -1.726 -2.776
H -3.041 -0.830 -1.501
H -0.320 -0.063 -2.617
H -1.872 0.561 -3.170
H -0.432 1.388 -0.831
H -0.504 2.181 1.362
H -3.261 7.073 3.502
H -4.273 6.136 1.395
H 3.961 -1.201 0.343
H 3.712 -0.726 -1.353
H 2.504 -0.325 -0.135
H 2.117 -2.374 -2.623
H 4.012 -3.813 -0.066
H 2.954 -4.431 -1.331
H 5.244 -2.434 -1.744
```

Summary:
SMILES = CN(CCCCNC(=O)c1cc2nc(Cl)ccc2o1)C(=O)[C@](C)(O)CC(F)F
energy above the lowest of the compared OMol25 structures with the same formula, charge and spin = 37.4 kJ/mol
Kohn-Sham gap = 9.11 eV
LUMO energy = -0.137 eV
electronic energy = -1824.297251 a.u.

Löwdin atomic charge list, values in e, 5 entries:
1. C -0.021
2. N -0.072
3. C -0.182
4. C -0.154
5. C -0.158

4.
DFT (the ωB97M-V functional and the def2-TZVPD basis) results for a molecular structure, C38H53AsFeN3O4Si3.

The geometry in XYZ format:
```
103
Properties=species:S:1:pos:R:3
Fe -0.439 1.479 -0.235
C -4.520 0.893 -1.711
O -4.674 -0.231 -0.848
C -4.396 0.054 0.472
C -5.386 -0.115 1.410
C -5.142 0.134 2.765
C -3.901 0.605 3.134
C -2.874 0.794 2.198
C -1.659 1.437 2.663
N -0.690 1.796 1.907
N 0.319 2.515 2.542
C 1.015 3.183 1.652
O 0.796 3.236 0.401
C 2.204 3.931 2.183
C 3.093 4.501 1.279
C 4.223 5.169 1.731
C 4.472 5.275 3.092
C 3.584 4.708 4.000
C 2.458 4.038 3.549
C -3.074 0.450 0.834
O -2.153 0.481 -0.069
H -4.616 0.519 -2.729
H -3.545 1.365 -1.582
H -5.311 1.626 -1.515
H -6.357 -0.453 1.068
H -5.922 -0.014 3.500
H -3.702 0.854 4.171
H -1.608 1.707 3.721
H 2.884 4.397 0.222
H 4.913 5.605 1.018
H 5.353 5.796 3.446
H 3.775 4.787 5.063
H 1.760 3.584 4.239
C 3.600 0.457 1.439
C 4.397 0.821 0.363
C 3.812 1.041 -0.868
C 2.426 0.924 -1.005
N 1.664 0.616 0.053
C 2.235 0.371 1.231
C 1.701 1.151 -2.281
C 2.370 1.028 -3.502
C 1.679 1.204 -4.690
C 0.324 1.512 -4.646
C -0.321 1.638 -3.422
C 0.331 1.458 -2.195
H 4.014 0.276 2.421
H 5.468 0.929 0.484
H 4.417 1.325 -1.718
H 1.560 0.120 2.040
H 3.422 0.764 -3.539
H 2.189 1.094 -5.640
H -0.226 1.647 -5.572
H -1.381 1.882 -3.421
C -0.620 4.971 -1.783
C -1.483 4.465 -0.659
C -1.499 5.268 0.614
O -2.133 3.445 -0.772
H -0.565 6.060 -1.789
H -0.984 4.591 -2.736
H 0.381 4.570 -1.612
H -2.014 6.217 0.434
H -0.477 5.493 0.919
H -2.008 4.709 1.396
C -3.328 -3.154 -0.134
Si -1.893 -3.070 -1.331
C -2.204 -1.801 -2.667
C -1.722 -4.785 -2.109
As 0.030 -2.391 -0.161
Si -0.090 -3.661 1.790
C 1.637 -3.709 2.541
C -0.673 -5.445 1.628
C -1.239 -2.729 2.940
Si 1.742 -3.424 -1.373
C 1.765 -5.309 -1.407
C 1.644 -2.762 -3.129
C 3.382 -2.892 -0.636
H -4.262 -3.237 -0.695
H -3.394 -2.257 0.478
H -3.248 -4.014 0.536
H -3.125 -2.039 -3.207
H -1.380 -1.747 -3.381
H -2.312 -0.820 -2.200
H -2.659 -5.061 -2.603
H -1.498 -5.545 -1.358
H -0.930 -4.807 -2.859
H 2.307 -4.345 1.958
H 1.598 -4.106 3.560
H 2.078 -2.710 2.580
H 0.002 -6.011 0.983
H -1.674 -5.513 1.198
H -0.693 -5.931 2.608
H -0.848 -1.723 3.116
H -1.342 -3.235 3.904
H -2.235 -2.608 2.508
H 0.875 -5.723 -1.883
H 1.828 -5.720 -0.397
H 2.646 -5.653 -1.958
H 0.708 -3.040 -3.614
H 2.465 -3.154 -3.736
H 1.699 -1.669 -3.134
H 3.537 -3.315 0.359
H 3.442 -1.807 -0.547
H 4.201 -3.227 -1.280
```

Summary:
net charge = -1
energy above the lowest of the compared OMol25 structures with the same formula, charge and spin = 0.0 kJ/mol
Kohn-Sham gap (alpha / beta) = 7.02 / 7.02 eV
LUMO energy (alpha / beta) = 2.668 / 2.666 eV
electronic energy = -6313.233210 a.u.
2S+1 = 5

Löwdin atomic charge list, values in e, 5 entries:
1. Fe 0.772
2. C -0.073
3. O -0.120
4. C -0.256
5. C -0.025

5.
DFT (the ωB97M-V functional and the def2-TZVPD basis) results for a single C2H6N2O molecule at a distorted geometry.

The geometry in XYZ format:
```
11
Properties=species:S:1:pos:R:3
C -0.144 -0.206 0.831
C -0.690 0.651 -0.264
H 2.555 -1.201 -0.186
H 1.587 -0.031 -0.964
H -0.636 -0.239 1.785
H -0.174 1.642 -0.378
H -0.552 0.101 -1.193
H -2.499 0.051 -0.039
N 1.615 -0.871 -0.402
N 0.973 -0.839 0.804
O -2.034 0.943 0.006
```

Summary:
SMILES = N/N=C\CO
energy above the lowest of the compared OMol25 structures with the same formula, charge and spin = 246.0 kJ/mol
Kohn-Sham gap = 9.96 eV
LUMO energy = 0.853 eV
electronic energy = -264.493627 a.u.

Löwdin atomic charge list, values in e, 5 entries:
1. C -0.177
2. C -0.296
3. H 0.086
4. H 0.071
5. H 0.102

6.
DFT (the ωB97M-V functional and the def2-TZVPD basis) results for a single C2H4FNO4 molecule at a distorted geometry.

The geometry in XYZ format:
```
12
Properties=species:S:1:pos:R:3
C 0.098 0.433 -0.601
C 1.985 -2.290 1.001
N 0.970 -1.668 0.369
O 1.263 -0.459 -0.515
O -0.355 -2.089 0.643
O -0.264 0.966 0.613
O 3.117 -2.043 1.122
F 1.461 -3.254 1.740
H 0.457 1.241 -1.288
H -0.841 -0.215 -0.959
H -0.806 -1.306 0.983
H 0.154 1.825 0.871
```

Summary:
SMILES = O=C(F)N(O)OCO
energy above the lowest of the compared OMol25 structures with the same formula, charge and spin = 4.0 kJ/mol
Kohn-Sham gap = 10.10 eV
LUMO energy = 0.267 eV
electronic energy = -534.042479 a.u.

Löwdin atomic charge list, values in e, 5 entries:
1. C -0.261
2. C -0.585
3. N -0.022
4. O -0.015
5. O 0.056

7.
DFT (the ωB97M-V functional and the def2-TZVPD basis) results for a molecular structure, C34H33HgN5O6P at a distorted geometry.

The geometry in XYZ format:
```
80
Properties=species:S:1:pos:R:3
Hg -0.190 -0.312 -0.218
N -0.521 1.203 1.927
C -1.962 1.299 2.074
C -2.644 -0.049 1.757
O -3.664 -0.344 2.399
N -2.061 -0.747 0.807
C -2.607 -2.055 0.534
C -1.550 -3.051 -0.013
O -1.934 -4.198 -0.252
O -0.374 -2.629 -0.180
H -0.139 0.582 2.632
H -0.067 2.107 1.995
H -2.344 2.044 1.368
H -2.279 1.597 3.091
H -3.421 -2.006 -0.206
H -3.031 -2.481 1.452
C -2.709 3.470 -1.275
C -1.379 2.709 -1.310
O -1.429 1.494 -1.507
C -0.165 3.472 -1.136
C -0.155 4.857 -1.362
C 0.991 5.610 -1.284
C 2.195 4.992 -0.928
C 2.224 3.656 -0.649
C 1.065 2.810 -0.754
O 1.186 1.583 -0.509
H -3.506 2.745 -1.127
H -2.880 3.986 -2.220
H -2.721 4.200 -0.468
H -1.075 5.345 -1.658
H 0.965 6.671 -1.506
H 3.107 5.583 -0.878
H 3.148 3.165 -0.369
O 1.988 -0.846 0.789
P 3.435 -1.113 0.853
C 4.455 0.031 -0.124
C 5.713 0.484 0.282
C 6.461 1.287 -0.556
C 5.984 1.624 -1.815
C 4.748 1.136 -2.239
C 3.997 0.337 -1.405
C 4.000 -0.896 2.564
C 3.611 0.336 3.111
C 3.795 0.587 4.453
C 4.346 -0.389 5.274
C 4.708 -1.625 4.736
C 4.518 -1.882 3.393
C 3.871 -2.761 0.273
C 2.826 -3.611 -0.101
C 3.109 -4.868 -0.588
C 4.430 -5.291 -0.731
C 5.470 -4.430 -0.397
C 5.198 -3.173 0.099
H 6.085 0.228 1.267
H 7.424 1.666 -0.228
H 6.569 2.264 -2.464
H 4.377 1.398 -3.220
H 3.028 -0.036 -1.701
H 3.167 1.067 2.447
H 3.511 1.544 4.872
H 4.474 -0.202 6.332
H 5.135 -2.382 5.380
H 4.770 -2.847 2.972
H 1.806 -3.263 -0.001
H 2.300 -5.531 -0.862
H 4.649 -6.277 -1.121
H 6.498 -4.747 -0.537
H 6.002 -2.491 0.345
N 0.039 -3.473 -4.900
C 0.314 -2.224 -4.362
C 0.338 -2.014 -2.987
N 0.558 -0.797 -2.466
C 0.838 0.175 -3.354
C 0.891 -0.069 -4.704
N 0.598 -1.261 -5.254
H -0.532 -4.065 -4.317
H -0.268 -3.417 -5.859
H 0.143 -2.813 -2.286
H 1.020 1.159 -2.949
H 1.157 0.712 -5.409
```

Summary:
net charge = -2
energy above the lowest of the compared OMol25 structures with the same formula, charge and spin = 76.0 kJ/mol
Kohn-Sham gap (alpha / beta) = 2.47 / 5.68 eV
LUMO energy (alpha / beta) = 3.915 / 3.914 eV
electronic energy = -2535.510102 a.u.
2S+1 = 2

Löwdin atomic charge list, values in e, 5 entries:
1. Hg 1.196
2. N -0.025
3. C -0.203
4. C -0.600
5. O -0.062

Question: What is the formula in the sixth record?
Answer: C2H4FNO4

Question: Which of these has the highest electronic energy?
Answer: C2H6N2O